12
Properties=species:S:1:pos:R:3 method="wB97M-V/def2-TZVPD" homo_ev=-9.658 smiles="C[C@H]1NNC1=O" lumo_energy_ha=0.033
H 1.6933 1.2370 -1.9116
C -0.3128 -0.3346 -0.0064
H -0.9504 0.0515 -1.9130
H -1.1367 1.0787 1.5423
H -0.0657 -0.2850 2.0347
N 1.0661 0.5136 -1.4154
N -0.5749 0.5520 -1.1909
C 1.2140 -0.1954 -0.2716
C -0.7947 0.0000 1.3610
H -1.7147 -0.5712 1.7860
H -0.6334 -1.4550 -0.2978
O 2.2101 -0.5918 0.2827

---

12
Properties=species:S:1:pos:R:3 method="wB97M-V/def2-TZVPD" homo_ev=-8.152 lumo_energy_ha=0.016
H 1.7493 1.3004 1.8839
H -0.6347 -1.5408 -0.5532
O -2.4662 -0.7679 -0.5275
C -1.1272 -0.5852 -0.5139
H -2.9103 -0.0160 -0.9463
H -0.8036 0.2934 -1.0409
C 0.7316 -0.0616 0.7153
N 0.9369 1.2411 1.2723
N 1.2647 -0.6204 -1.7186
H 1.0379 1.9536 0.5582
H 0.9455 -0.8422 1.4516
C 1.2761 -0.3543 -0.5809

---

| no. | gap between HOMO and LUMO (eV) |
| --- | --- |
| 1 | 10.6 |
| 2 | 8.6 |